Here is a molecular structure, C2H4P2 in a non-equilibrium geometry from the Open Molecules 2025 dataset. Energies are from the ωB97M-V functional and the def2-TZVPD basis.

Element x y z (Å)
1 C -0.0424 0.2418 1.0223
2 C 0.0395 -0.3604 -0.9056
3 P 1.3084 0.3245 1.9166
4 P -1.2760 -0.3014 -1.9453
5 H -0.9827 0.7941 1.2915
6 H 1.0178 -0.3097 -1.2505
7 H 0.5836 0.8316 3.2157
8 H -0.5632 -0.5468 -3.0424

Results
multiplicity	1
E_LUMO	-0.30	eV
E_HOMO	-0.35077	Eh
molar mass	90.0	g/mol
max |F|	4.88	eV Å⁻¹
frontier orbital gap	9.2466	eV